Record 1
C32H37Br3N2O5PSTi as an isolated structure in a non-equilibrium geometry. Source: the Open Molecules 2025 dataset; level of theory: ωB97M-V with the def2-TZVPD basis set.

Each line ends with the Löwdin charge.
CARTESIAN COORDINATES (ANGSTROEM)
Ti1 -2.24 0.90 0.41  0.862
C1 5.97 1.74 0.21  -0.042
C2 5.23 0.68 1.03  -0.557
C3 5.72 -0.72 0.61  -0.047
C4 5.57 0.88 2.50  -0.066
C5 3.72 0.80 0.77  -0.174
C6 2.84 1.29 1.72  -0.086
C7 1.49 1.37 1.43  -0.595
Br1 0.37 2.08 2.77  0.898
C8 0.95 0.94 0.21  -0.325
O1 -0.38 0.91 0.07  -0.276
C9 1.84 0.52 -0.80  -0.071
C10 3.19 0.45 -0.46  0.002
C11 1.52 0.19 -2.27  -0.527
C12 2.03 -1.22 -2.60  -0.041
C13 2.24 1.22 -3.15  -0.041
C14 0.04 0.23 -2.64  -0.059
H1 7.04 1.65 0.36  0.085
H2 5.66 2.74 0.50  0.090
H3 5.77 1.62 -0.86  0.079
H4 6.78 -0.83 0.86  0.085
H5 5.62 -0.88 -0.46  0.075
H6 5.17 -1.50 1.12  0.082
H7 6.63 0.72 2.66  0.085
H8 5.03 0.17 3.14  0.088
H9 5.33 1.89 2.84  0.083
H10 3.18 1.62 2.69  0.092
H11 3.88 0.11 -1.23  0.098
H12 3.11 -1.31 -2.51  0.075
H13 1.76 -1.47 -3.63  0.085
H14 1.57 -1.96 -1.94  0.090
H15 3.32 1.19 -3.02  0.076
H16 1.90 2.23 -2.92  0.094
H17 2.02 1.02 -4.20  0.085
H18 -0.53 -0.52 -2.10  0.059
H19 -0.05 0.01 -3.71  0.091
H20 -0.41 1.20 -2.45  0.080
O2 -4.77 1.56 3.11  -0.301
S1 -4.34 1.92 1.79  0.356
O3 -5.06 2.97 1.12  -0.299
O4 -2.79 2.22 1.78  -0.499
O5 -4.24 0.66 0.88  -0.459
Br2 -5.41 4.78 -3.98  0.805
C15 -4.34 3.72 -2.84  -0.651
C16 -3.48 4.32 -1.94  -0.063
C17 -2.73 3.51 -1.12  -0.056
N1 -2.81 2.17 -1.18  0.023
C18 -3.65 1.59 -2.04  -0.172
C19 -4.44 2.34 -2.90  -0.031
C20 -3.63 0.10 -2.05  -0.172
C21 -4.38 -0.66 -2.94  -0.028
C22 -4.22 -2.03 -2.93  -0.660
Br3 -5.20 -3.10 -4.12  0.808
C23 -3.32 -2.62 -2.05  -0.068
C24 -2.64 -1.80 -1.18  -0.092
N2 -2.80 -0.47 -1.17  0.021
H21 -3.41 5.40 -1.87  0.115
H22 -2.06 3.91 -0.37  0.140
H23 -5.12 1.87 -3.60  0.106
H24 -5.06 -0.19 -3.63  0.107
H25 -3.16 -3.69 -2.03  0.113
H26 -1.93 -2.19 -0.46  0.111
C25 -3.52 -2.08 2.39  -0.251
P1 -2.02 -1.04 2.38  0.910
C26 -1.97 -0.45 4.10  -0.242
C27 -0.64 -2.21 2.23  -0.362
C28 -0.81 -3.49 1.72  -0.114
C29 0.28 -4.31 1.48  -0.087
C30 1.57 -3.86 1.74  -0.085
C31 1.75 -2.58 2.25  -0.068
C32 0.66 -1.77 2.50  -0.087
H27 -3.79 -2.41 1.39  0.032
H28 -4.34 -1.44 2.75  0.050
H29 -3.41 -2.94 3.05  0.054
H30 -2.10 -1.29 4.78  0.056
H31 -2.78 0.27 4.23  0.043
H32 -1.03 0.05 4.29  -0.001
H33 -1.81 -3.87 1.52  0.091
H34 0.13 -5.31 1.09  0.102
H35 2.42 -4.50 1.55  0.102
H36 2.74 -2.21 2.46  0.100
H37 0.82 -0.77 2.88  0.070

- charge = 0
- LUMO (spin up / spin down) (eV) = -1.23 / -1.26
- 2S+1 = 2
- E_HOMO (spin up / spin down) (eV) = -7.551 / -8.029
- gap between HOMO and LUMO (spin up / spin down) (eV) = 6.32 / 6.77


Record 2
C42H33BCdCl2N7O2PS3Se as an isolated structure in a non-equilibrium geometry. Source: the Open Molecules 2025 dataset; level of theory: ωB97M-V with the def2-TZVPD basis set.

Each line ends with the Löwdin charge.
CARTESIAN COORDINATES (ANGSTROEM)
Cd1 -0.61 -0.40 0.11  0.982
N1 -1.37 0.17 -3.06  -0.125
P1 -1.83 -1.14 -2.05  0.922
C1 -3.65 -0.95 -2.13  -0.340
C2 -4.30 0.23 -2.53  -0.096
C3 -5.69 0.28 -2.64  -0.119
C4 -6.49 -0.79 -2.34  -0.118
C5 -5.85 -1.97 -1.94  -0.095
C6 -4.46 -2.06 -1.88  -0.094
C7 -1.44 -2.67 -2.83  -0.372
C8 -2.18 -3.08 -3.97  -0.179
C9 -2.26 -4.23 -4.73  -0.135
C10 -1.32 -5.44 -4.79  -0.175
C11 0.52 -4.28 -3.30  -0.198
C12 -0.22 -3.36 -2.24  -0.366
C13 -0.45 1.14 -2.76  -0.396
C14 0.01 1.96 -3.83  -0.025
C15 0.98 2.93 -3.54  -0.080
C16 1.35 3.15 -2.21  -0.085
C17 0.78 2.36 -1.23  -0.130
N2 -0.01 1.29 -1.50  0.011
H1 -1.63 0.12 -4.06  0.116
H2 -3.75 1.13 -2.75  0.087
H3 -6.15 1.21 -3.00  0.098
H4 -7.58 -0.80 -2.39  0.096
H5 -6.41 -2.91 -1.69  0.114
H6 -4.07 -3.04 -1.63  0.107
H7 -2.85 -2.28 -4.32  0.088
H8 -3.15 -4.21 -5.39  0.071
H9 -0.69 -5.46 -5.69  0.096
H10 1.23 -4.80 -2.67  0.144
H11 1.36 -2.32 -1.07  0.066
H12 -0.32 1.74 -4.84  0.099
H13 1.47 3.48 -4.34  0.097
H14 2.06 3.89 -1.87  0.094
H15 0.95 2.61 -0.17  0.089
S1 3.00 -2.87 1.05  0.687
C18 3.95 -3.00 -0.25  -0.890
C19 4.32 -4.31 -0.73  -0.313
N3 4.69 -5.40 -1.05  0.125
C20 4.51 -1.95 -1.12  -0.883
S2 4.20 -0.34 -1.14  0.663
C21 5.54 -2.33 -2.02  -0.361
N4 6.39 -2.72 -2.74  0.125
Cl1 -2.47 1.51 1.04  0.622
C22 -3.41 0.62 2.24  -0.633
C23 -4.50 1.30 2.85  -0.119
C24 -5.16 0.71 3.95  -0.126
C25 -4.83 -0.59 4.34  -0.143
C26 -3.78 -1.27 3.71  -0.720
Cl2 -3.43 -2.90 4.10  0.635
C27 -3.01 -0.67 2.66  -0.752
S3 -1.66 -1.56 2.03  0.407
H16 -4.84 2.22 2.38  0.083
H17 -5.90 1.27 4.51  0.083
H18 -5.36 -1.12 5.13  0.091
Se1 -2.30 -6.05 -0.08  0.880
N5 -1.77 -6.63 -1.80  -0.205
C28 -0.97 -5.66 -2.18  -0.361
C29 -0.45 -5.39 -3.56  -0.074
C30 1.34 -3.23 -4.06  -0.001
C31 1.61 -2.26 -3.16  -0.134
N6 0.84 -2.32 -1.97  0.022
C32 -0.77 -4.43 -1.24  -0.340
N7 -1.30 -4.35 -0.08  -0.122
H19 -1.94 -6.35 -4.86  0.098
H20 1.74 -3.35 -5.05  0.086
H21 2.32 -1.47 -3.27  0.085
C33 5.06 5.21 5.31  -0.081
C34 3.60 5.26 4.78  -0.562
C35 3.36 6.50 3.93  -0.070
C36 2.59 5.29 5.96  -0.056
C37 3.36 3.99 3.94  -0.170
C38 4.30 2.95 3.80  -0.054
C39 4.04 1.74 3.14  0.015
C40 2.82 1.68 2.53  -0.213
O1 2.28 0.66 1.78  0.021
B1 0.90 0.93 1.49  -0.544
O2 0.68 2.25 1.97  0.021
C41 1.87 2.70 2.57  -0.192
C42 2.08 3.81 3.32  0.043
H22 5.28 6.05 5.98  0.077
H23 5.79 5.18 4.50  0.082
H24 5.20 4.31 5.94  0.079
H25 3.50 7.43 4.52  0.083
H26 2.32 6.49 3.55  0.077
H27 4.04 6.52 3.05  0.095
H28 2.69 6.20 6.54  0.068
H29 2.73 4.42 6.65  0.098
H30 1.56 5.25 5.55  0.079
H31 5.29 3.10 4.26  0.090
H32 4.78 0.90 3.13  0.139
H33 1.32 4.58 3.44  0.112

- charge = -2
- LUMO (spin up / spin down) (eV) = 3.56 / 3.34
- E_HOMO (spin up / spin down) (eV) = -1.826 / -1.848
- gap between HOMO and LUMO (spin up / spin down) (eV) = 5.38 / 5.19


Record 3
C19H15MoN9O4S5 as an isolated structure. Source: the Open Molecules 2025 dataset; level of theory: ωB97M-V with the def2-TZVPD basis set.

Each line ends with the Löwdin charge.
CARTESIAN COORDINATES (ANGSTROEM)
Mo1 -0.62 0.44 -0.83  0.839
N1 2.57 0.04 0.29  0.015
N2 3.05 1.30 -0.01  -0.030
C1 2.22 2.32 -0.35  -0.479
N3 2.87 3.41 -0.80  0.202
N4 0.92 2.26 -0.11  0.024
N5 0.30 3.52 -0.43  -0.457
O1 -0.36 4.00 0.44  0.051
O2 0.44 3.94 -1.56  0.039
H1 3.00 -0.31 1.14  0.101
H2 2.73 -0.60 -0.48  0.063
H3 4.00 1.37 -0.36  0.147
H4 3.85 3.34 -0.97  0.117
H5 2.36 4.08 -1.37  0.102
S1 -4.39 0.30 1.96  0.554
C2 -3.16 0.44 0.91  -1.785
S2 -1.93 1.66 0.88  0.539
S3 -2.80 -0.65 -0.40  0.549
S4 -1.80 1.65 -2.57  0.619
C3 -0.76 1.65 -3.96  -0.728
C4 -1.29 2.23 -5.16  -0.267
N6 -1.73 2.69 -6.11  0.176
C5 0.49 1.11 -3.96  -0.706
S5 1.18 0.42 -2.52  0.663
C6 1.32 1.10 -5.11  -0.280
N7 2.02 1.05 -6.03  0.167
O3 -1.67 -0.17 6.95  0.126
C7 -0.51 0.13 6.31  -0.477
O4 0.38 0.66 6.89  0.130
C8 -0.42 -0.25 4.86  -0.122
C9 0.50 0.44 4.08  0.014
C10 0.63 0.18 2.73  -0.032
C11 -0.13 -0.84 2.17  -0.289
C12 -1.06 -1.54 2.93  -0.015
C13 -1.20 -1.24 4.28  -0.004
N8 -0.07 -1.10 0.77  -0.046
C14 -0.01 -2.30 0.36  -0.086
C15 -0.28 -2.61 -1.04  -0.274
C16 -0.22 -3.90 -1.54  0.009
C17 -0.63 -4.13 -2.84  -0.027
C18 -1.10 -3.07 -3.59  -0.004
C19 -1.13 -1.80 -3.03  -0.128
N9 -0.72 -1.58 -1.79  -0.172
H6 -2.34 -0.45 6.32  0.101
H7 1.09 1.22 4.55  0.128
H8 1.27 0.78 2.11  0.079
H9 -1.71 -2.26 2.46  0.122
H10 -1.93 -1.80 4.85  0.123
H11 0.15 -3.14 1.04  0.148
H12 0.13 -4.70 -0.90  0.123
H13 -0.58 -5.13 -3.26  0.118
H14 -1.45 -3.21 -4.61  0.122
H15 -1.49 -0.94 -3.58  0.096

- charge = 0
- LUMO (spin up / spin down) (eV) = -1.85 / -2.08
- 2S+1 = 3
- E_HOMO (spin up / spin down) (eV) = -7.758 / -7.984
- gap between HOMO and LUMO (spin up / spin down) (eV) = 5.91 / 5.91


Record 4
A 3-piece molecular cluster, CH5N3O2S overall in a non-equilibrium geometry. Source: the Open Molecules 2025 dataset; level of theory: ωB97M-V with the def2-TZVPD basis set.

Each line ends with the Löwdin charge.
CARTESIAN COORDINATES (ANGSTROEM)
C1 2.58 -1.34 0.99  -0.434
N1 -0.46 -0.27 -1.74  -0.319
N2 2.37 -0.64 0.05  0.193
N3 -0.57 0.75 0.64  -0.220
O1 2.58 -2.03 1.91  0.170
O2 -3.16 1.06 -0.33  -0.391
S1 -0.89 0.99 -0.97  0.986
H1 -0.36 -1.15 -1.34  -0.030
H2 2.71 -0.58 -0.89  0.093
H3 -3.65 1.78 -0.54  -0.146
H4 -0.86 1.54 1.26  0.086
H5 -0.28 -0.11 0.95  0.011

- charge = 0
- LUMO (spin up / spin down) (eV) = -0.54 / -0.54
- E_HOMO (spin up / spin down) (eV) = -8.933 / -8.926
- gap between HOMO and LUMO (spin up / spin down) (eV) = 8.40 / 8.39


Record 5
A 2-piece molecular cluster, C5H8N2O3S overall in a non-equilibrium geometry. Source: the Open Molecules 2025 dataset; level of theory: ωB97M-V with the def2-TZVPD basis set.

Each line ends with the Löwdin charge.
CARTESIAN COORDINATES (ANGSTROEM)
C1 0.17 -0.70 -1.87  0.065
C2 0.20 0.27 -0.99  -0.248
C3 1.25 1.27 -0.70  -0.651
N1 0.67 2.45 -0.45  0.139
O1 2.40 1.09 -0.65  0.137
S1 -1.08 0.28 0.32  0.597
C4 -0.21 0.36 1.96  -0.079
O2 -1.88 1.42 0.20  -0.291
O3 -1.83 -0.90 0.28  -0.316
H1 0.82 -0.57 -2.71  0.089
H2 -0.50 -1.56 -1.96  0.075
H3 -0.32 2.37 -0.11  0.062
H4 1.14 3.20 0.15  0.157
H5 0.11 -0.61 2.28  0.056
H6 0.61 0.93 1.65  0.017
H7 -0.90 0.66 2.79  0.095
C5 -0.23 -3.29 -0.08  -0.106
N2 0.79 -2.88 -0.27  0.082
H8 -1.23 -3.81 0.17  0.119

- SMILES = C=C(C(N)=O)S(C)(=O)=O.C#N
- charge = 0
- LUMO (eV) = 0.39
- E_HOMO (eV) = -10.245
- gap between HOMO and LUMO (eV) = 10.63


Record 6
One molecule with the formula C3H6N2S in a non-equilibrium geometry. Source: the Open Molecules 2025 dataset; level of theory: ωB97M-V with the def2-TZVPD basis set.

Each line ends with the Löwdin charge.
CARTESIAN COORDINATES (ANGSTROEM)
H1 -1.50 1.74 -1.88  -0.022
N1 -0.63 1.54 -1.63  0.115
C1 -0.60 0.50 -0.85  -0.253
N2 0.60 0.27 -0.24  -0.246
C2 1.62 1.06 -0.69  -0.113
C3 0.56 -0.74 0.70  -0.591
S1 -0.84 -1.38 1.42  0.573
H2 -1.51 -0.14 -0.81  0.112
H3 1.67 1.16 -1.78  0.094
H4 1.23 2.13 -0.54  0.121
H5 2.61 0.81 -0.38  0.091
H6 1.66 -1.16 0.89  0.119

- SMILES = [H]/N=C/N(C)C=S
- charge = 0
- LUMO (eV) = -0.24
- E_HOMO (eV) = -8.822
- gap between HOMO and LUMO (eV) = 8.58


Looking at relative energy (zero: lowest compared OMol25 entry of this formula, charge and spin) for the records above, in order, we have 8.7, 88.8, 7.8, 78.2, 73.1, 55.1 kcal per mole.
Looking at molecular weight for the records above, in order, we have 880.28, 1068.04, 689.66, 123.14, 176.20, 102.16 u.